Below is 2 unconnected molecules or ions with the total composition C5H13NSi at a distorted geometry, with properties calculated with the ωB97M-V functional and the def2-TZVPD basis.

Results
Energy above the lowest of the compared OMol25 structures with the same formula, charge and spin = 98.1 kcal per mole
DFT total energy = -542.41284 hartree
Gap between HOMO and LUMO = 0.3244 hartree
SMILES string = C=[Si](C)C.C1CN1
HOMO = -8.40 eV

Structure (ORCA input):
```
! wB97M-V def2-TZVPD RIJCOSX def2/J DEFGRID3
* xyz 0 1
Si -0.7054 -1.0616 -0.4518
N 0.1248 2.2676 1.1856
C 0.7527 -2.0018 -1.1253
C -1.4223 -2.3170 0.8176
C 0.9361 2.7976 0.0893
C -1.4355 0.3610 -1.1715
C 1.4387 1.6685 1.0390
H 1.3575 0.6513 0.5219
H 1.2492 -2.7926 -0.4754
H 1.1886 3.7579 0.2841
H -0.6220 1.5680 0.9444
H 0.7434 2.4422 -0.9528
H -2.2705 0.7911 -0.5216
H 0.5118 -2.3512 -2.1529
H 1.5316 -1.2608 -1.2879
H -0.6160 -2.9382 1.0441
H -1.8344 -1.6771 1.6587
H -2.2860 -2.7220 0.3150
H 2.1438 1.7683 1.7879
H -0.7861 1.0488 -1.5484
*
```

---

Below is 2 unconnected molecules or ions with the total composition C5H13O2 at a distorted geometry, with properties calculated with the ωB97M-V functional and the def2-TZVPD basis.

Results
Energy above the lowest of the compared OMol25 structures with the same formula, charge and spin = 44.5 kcal per mole
DFT total energy = -348.72899 hartree
Gap between HOMO and LUMO = 0.2540 hartree
HOMO = -2.90 eV

Structure (ORCA input):
```
! wB97M-V def2-TZVPD RIJCOSX def2/J DEFGRID3
* xyz -1 1
O 0.7012 -1.7339 -1.0971
O 2.4974 -0.2364 -1.6990
C -0.5421 0.9783 1.9697
C -0.6657 -1.7472 -0.7142
C 0.3288 1.4030 -0.3649
C -1.2828 -0.5328 -0.1225
C -0.1945 0.3123 0.6488
H 0.6976 -0.4318 0.6626
H -2.0253 -0.6880 0.5959
H -0.8940 -2.6477 -0.0197
H -1.2848 -1.7538 -1.6130
H -0.6863 0.1578 2.7287
H -1.5298 1.5649 1.8455
H -0.4263 2.2154 -0.3386
H 2.0329 -1.0533 -1.5599
H 1.3295 1.6910 0.0986
H 0.2388 1.6743 2.2782
H -1.7971 0.1806 -0.9474
H 3.2174 -0.1854 -1.0455
H 0.2850 0.8326 -1.3061
*
```

---

Below is a molecular structure, C5H13O2 at a distorted geometry, with properties calculated with the ωB97M-V functional and the def2-TZVPD basis.

Results
Energy above the lowest of the compared OMol25 structures with the same formula, charge and spin = 22.7 kcal per mole
DFT total energy = -348.76374 hartree
Gap between HOMO and LUMO = 0.2641 hartree
HOMO = -3.54 eV

Structure (ORCA input):
```
! wB97M-V def2-TZVPD RIJCOSX def2/J DEFGRID3
* xyz -1 1
O 1.7254 3.1217 1.9618
O 1.5175 0.6802 2.0012
C 0.2579 0.5002 -0.0388
C -1.9614 -1.4139 -1.0711
C -0.5811 -1.1449 -1.8228
C 0.2300 0.4528 1.4963
C 0.4800 -0.8376 -0.7925
H -0.4988 1.2105 1.8234
H -0.8707 -0.3768 -2.5396
H 2.6607 3.2981 2.0330
H -0.6302 0.9607 -0.5023
H 1.6818 1.8620 2.0663
H -2.3967 -2.4151 -1.2256
H 1.0442 1.2340 -0.2221
H -1.6679 -1.5226 -0.0282
H -2.7350 -0.7222 -1.3855
H 1.4715 -0.7388 -1.2518
H -0.3012 -2.0213 -2.4215
H 0.6150 -1.6183 -0.0354
H -0.0409 -0.5087 1.9554
*
```